Computed, not measured: C5H8N2 in the gas phase, with wB97M-V/def2-TZVPD.

Geometry as XYZ:
```
15
Properties=species:S:1:pos:R:3:forces:R:3
C 2.342147 0.370496 -0.102481 0.29 -0.19 0.29
N 0.999558 0.005435 0.501614 -0.16 -0.15 -0.06
C 0.463652 -1.176269 0.693279 0.13 0.07 -0.03
C -0.904964 -1.210273 0.342330 0.00 0.09 -0.05
C -1.184318 0.038905 -0.205299 0.08 -0.02 0.00
N -2.367265 0.493812 -0.670015 -0.07 0.03 0.04
C 0.040328 0.836801 -0.180245 -0.10 0.02 0.09
H 1.037824 0.913676 -1.001149 -0.25 0.05 -0.01
H 2.836078 1.059890 0.594955 -0.03 -0.10 -0.12
H 2.946671 -0.543209 -0.169008 -0.07 0.13 -0.04
H 1.084847 -2.015488 0.992302 -0.08 0.13 -0.04
H -1.573310 -2.055897 0.436938 0.10 0.14 0.01
H -3.217834 -0.013585 -0.491374 0.14 0.05 -0.04
H -2.455271 1.449598 -0.973095 0.03 -0.16 0.03
H -0.048150 1.846107 0.231249 0.01 -0.11 -0.07
```
Positions in Å, forces in eV/Å.

- M (g/mol) = 96.1
- energy relative to the best compared isomer or geometry (same formula, charge and spin) (kcal per mole) = 100.5
- calculated total energy (eV) = -8290.638
- HOMO energy (eV) = -6.564
- frontier orbital gap (eV) = 7.2